[1]
Molecular formula: C38H37N9O10
Method: DFT, wB97M-V/def2-TZVPD

ΔE to the lowest compared entry with this formula, charge and spin = 78.4 kJ/mol
E_LUMO = -1.47 eV

Each line ends with the Mulliken charge.
Element x y z (Å)
H -5.253 -1.748 2.345  0.3405
C -1.325 1.647 -4.520  0.0100
N -2.580 6.245 6.695  0.9871
H -0.580 3.843 2.389  0.3996
O -0.035 -5.503 -6.240  -0.5822
O -0.327 2.604 -6.340  -0.6124
C -2.434 5.987 4.268  -0.2525
H -4.979 -0.019 1.951  0.3218
C -2.018 5.555 5.508  0.0566
C -2.627 1.038 -2.628  -0.2216
N 2.530 -2.330 -3.957  -0.5644
H -1.316 -6.682 4.393  0.3643
C 5.637 0.882 0.077  0.0174
H 3.506 4.579 -1.044  0.3429
C -1.447 -3.240 -3.939  -0.2372
H 2.760 4.794 -2.681  0.3844
C -5.008 -1.339 0.317  0.2950
C -2.188 -4.787 4.775  -0.3918
C -1.047 -3.998 2.359  -0.0501
C -1.411 -2.894 -2.593  -0.4689
C 8.334 0.539 0.743  -0.4955
C -2.385 -3.500 4.295  -0.2380
O -3.659 -1.564 4.457  -0.5849
H 1.213 0.650 -0.140  -0.4172
N -5.206 -1.552 -0.791  -0.4729
N -3.265 -2.566 5.017  0.9756
H -3.674 -0.534 -5.505  0.4322
N 0.666 3.310 -0.923  -0.4929
C 0.286 -4.546 -2.237  -0.7297
C -0.739 -4.356 -4.374  0.0321
H 0.658 -5.906 -3.835  0.4070
O 3.673 -0.009 -0.653  -0.4975
H 1.013 -5.063 -1.624  0.4103
C 1.960 -1.540 -3.352  -0.0487
C 0.092 -5.046 -3.503  -0.5554
C 2.959 4.109 -1.857  -1.0153
N -1.472 -0.832 0.138  -0.0569
C -1.589 1.790 -3.177  -0.1016
C -3.431 0.264 -3.446  -0.6543
N 4.202 0.938 -0.099  0.9575
C 0.650 0.546 0.783  0.2121
O -3.356 7.170 6.532  -0.5884
O -2.217 5.823 7.780  -0.5919
H -4.281 -0.215 -2.971  0.3504
H 8.240 -1.166 -0.552  0.3713
H 0.409 1.523 1.192  -0.1199
C -0.544 -0.234 0.448  0.1336
H 5.886 -0.831 -1.167  0.4740
C -1.425 -5.671 4.021  -0.4834
C 7.712 -0.317 -0.139  -0.4370
H -3.221 6.716 4.138  0.4131
C -3.164 0.108 -4.801  -0.5604
H 5.821 2.564 1.502  0.3583
C -1.841 -3.110 3.076  -0.0296
N -0.265 2.469 -5.138  0.9962
O -3.598 -2.910 6.140  -0.6034
C 1.218 -0.464 -2.648  1.2243
H 8.074 2.468 1.756  0.3704
H 1.240 0.021 1.534  0.4045
O 3.637 1.979 0.169  -0.5314
C 6.378 -0.152 -0.484  -0.2865
C 1.681 3.635 -1.335  0.5543
H 1.888 0.360 -2.425  0.1209
H 3.529 3.297 -2.306  0.2478
H 9.378 0.344 0.949  0.3655
H 0.476 -0.193 -3.399  -0.1259
C -1.030 4.594 5.652  -0.3868
H -1.944 -2.105 2.690  0.3100
C -0.450 -3.457 -1.770  -0.0118
H -2.834 0.990 -1.568  0.5753
O -1.911 -4.448 -6.337  -0.5861
H -2.042 -2.698 -4.659  0.5733
C -0.548 3.986 4.483  -0.3274
H -0.579 -3.726 1.425  0.3079
C -4.703 -1.046 1.724  -0.2951
H -1.855 0.693 -6.381  0.4514
O 0.586 2.952 -4.428  -0.5944
H -2.346 5.674 2.169  0.3737
H -0.800 4.129 6.599  0.3918
H 0.227 3.248 4.646  0.3718
C 6.285 1.793 0.900  -0.2063
H -2.532 -4.945 5.790  0.4673
C 7.638 1.657 1.190  -0.4572
H -0.220 -3.152 -0.759  0.3901
H -2.011 -2.053 -2.267  0.3115
H -3.634 -1.195 1.836  -0.1801
C -2.092 0.818 -5.335  -0.4040
C -0.965 4.395 3.239  -0.2619
H -0.155 -5.894 2.284  0.4049
C -1.911 5.397 3.119  -0.6037
N -0.899 -4.803 -5.754  0.9622
H 0.735 -0.870 -1.766  -0.6865
C -0.837 -5.271 2.850  -0.4722
H -0.970 2.360 -2.495  0.3512

=====

[2]
Molecular formula: C38H37O2S6ScSi
Method: DFT, wB97M-V/def2-TZVPD

E_LUMO = -0.33 eV

Each line ends with the Mulliken charge.
Element x y z (Å)
H 3.543 -5.120 -1.315  0.3141
C 4.199 2.216 -0.497  -0.9935
H -3.250 5.229 2.463  0.4301
H 4.615 3.667 -1.992  0.4267
H 3.263 -4.870 0.409  0.3238
C 2.119 0.480 -4.089  -0.7994
H -3.073 -0.089 -1.639  0.8346
C -2.459 1.567 4.472  -0.7887
S -4.564 -1.886 0.355  0.0621
C 1.845 1.713 -0.090  0.7689
H 1.062 -3.202 -2.754  0.0058
C -2.633 2.509 0.522  1.2991
C -1.350 4.204 2.342  -0.9287
C -3.267 1.639 -0.406  -1.3251
H 0.007 -4.619 1.328  0.7027
C 3.549 0.568 1.230  -1.2302
H -0.329 -4.280 -2.844  0.2462
C 1.615 -0.058 -2.916  0.1086
C -2.209 3.055 6.488  -1.6897
S -0.344 -0.969 -1.298  1.4655
H -1.676 -0.169 -3.756  0.4572
C 0.851 0.964 0.609  -0.3235
H -3.120 3.530 6.126  0.3550
C -0.093 0.560 -5.013  -0.9511
C -2.586 0.604 -0.968  -1.2915
C -2.707 4.410 2.010  -0.7236
H 2.839 -0.840 2.661  0.6528
H 2.218 4.073 -2.508  0.4531
C 2.580 -0.116 1.900  -1.0353
C 2.948 -4.565 -0.589  -1.0550
C -0.620 0.277 3.616  0.4631
H -2.453 2.538 7.418  0.3546
C -1.950 0.670 3.547  -0.1943
H 1.082 -7.165 0.079  0.2966
C 3.851 3.120 -1.457  -0.7025
H 1.046 1.582 -7.137  0.3686
C -1.655 2.095 5.474  0.9893
O -3.008 -2.221 0.729  -0.3343
H 2.388 2.280 -6.228  0.3314
C -0.323 1.687 5.537  -0.8571
C 0.248 -0.260 -2.804  -0.4593
S -3.140 -5.343 -1.319  -0.4026
H 3.187 -3.505 -0.700  0.2495
H 0.380 3.004 2.059  0.5538
C 0.721 -6.681 -0.829  -0.9771
Sc -1.923 -3.393 -0.334  0.6019
H -4.309 1.802 -0.650  0.4261
H -1.488 3.837 6.728  0.3927
C 1.512 2.666 -1.087  -0.6344
C 1.275 0.794 -5.148  1.1018
H 2.275 -0.310 -2.096  0.5987
H 5.239 2.039 -0.258  0.4571
H -3.497 1.867 4.405  0.3774
H 3.183 0.648 -4.182  0.4340
H 1.258 -4.858 -3.311  0.4797
H 4.593 0.404 1.460  0.4190
C -0.581 1.192 0.287  -0.9622
H 0.472 2.844 -1.327  0.5025
H -4.371 3.736 0.864  0.4601
C -0.618 0.030 -3.848  -0.6227
S -0.016 -0.906 2.434  0.0325
H 2.525 0.656 -6.887  0.3374
S -5.039 -4.499 -1.490  -0.1517
H 1.173 -7.186 -1.683  0.2920
O -1.450 -1.946 -1.750  -0.5323
C 0.734 -4.231 -2.587  -0.6666
H 1.220 0.455 4.703  0.4498
C -1.280 2.295 0.864  1.1354
H -0.756 0.790 -5.838  0.3418
C 2.488 3.350 -1.750  -0.9587
S -5.472 -3.691 0.345  -0.1466
H 0.319 2.079 6.317  0.3894
C 1.211 0.078 1.590  0.1953
H -2.582 0.267 2.765  0.4291
Si 1.105 -4.846 -0.839  0.1998
H -0.866 4.860 3.052  0.4539
H -0.357 -6.848 -0.881  0.2296
C -1.236 0.403 -0.606  1.6742
H 0.595 -3.069 0.748  -0.3478
C 0.189 0.777 4.630  -0.4275
C 3.207 1.498 0.215  1.3826
C -3.332 3.583 1.123  -1.1021
C 1.834 1.360 -6.421  -1.5399
C 0.071 -3.984 0.434  -0.2334
C -0.653 3.172 1.786  -0.9189

=====

[3]
Molecular formula: C38H38CoN6OS
Method: DFT, wB97M-V/def2-TZVPD

Net charge = +1
ΔE to the lowest compared entry with this formula, charge and spin = 184.5 kJ/mol
E_LUMO (alpha / beta) = -3.85 / -3.85 eV

Each line ends with the Mulliken charge.
Element x y z (Å)
H -4.260 0.852 3.677  0.4028
C -0.571 -1.757 3.255  -0.1164
H -3.200 0.368 1.706  0.1195
C 1.592 -0.824 -2.009  0.3305
C -3.259 -3.516 0.330  -0.7376
H -0.980 1.699 4.905  0.5928
N 0.390 -1.481 -2.240  -1.6133
N -0.894 -0.776 1.048  0.5384
H -3.545 -4.471 -1.598  0.4506
H -5.583 -2.391 2.217  0.1586
H 0.230 3.662 -5.262  0.4242
C -1.483 -1.881 -0.947  -0.2198
C -0.449 -1.627 4.629  -0.9082
H 3.302 0.556 2.471  0.4565
H -0.490 -0.283 6.307  0.4788
C -5.770 -0.247 2.557  2.0936
C 1.251 2.368 -2.290  0.2216
H -0.149 4.268 1.121  0.3051
H -1.209 1.467 2.464  0.7008
H -5.127 -0.369 4.604  0.5097
C -5.770 0.352 -1.194  -1.4458
C -3.910 0.357 0.903  0.3591
C -4.688 -0.150 3.629  -1.8121
H 2.132 2.380 -1.662  0.5356
C 2.855 0.431 -0.539  -0.6563
C -0.990 0.597 3.070  -0.0851
C 3.902 -0.504 -2.468  -0.3322
C 0.549 4.014 1.912  -2.2127
Co -0.195 0.482 -0.386  -0.3166
H -1.863 2.532 -4.569  0.4389
H 2.876 1.037 0.354  0.7105
C -3.479 0.629 -0.402  -1.1586
C -1.665 -1.704 0.461  1.3212
H 1.734 0.129 1.747  0.3519
C -0.975 2.470 -3.951  -0.9291
C 2.338 2.787 3.738  -1.0346
C 2.218 0.644 2.567  -1.4615
C -0.586 -0.383 5.234  -0.9358
N -0.460 -1.096 -1.386  1.9910
H 2.555 -1.634 -3.729  0.5541
C 3.996 0.231 -1.292  -1.1262
H -7.696 0.731 2.192  0.3413
H -7.191 -0.187 0.276  0.4283
N 1.674 -0.088 -0.874  0.3767
H 0.068 4.158 2.881  0.4507
C 2.686 -1.041 -2.835  -0.7187
H -0.431 -2.724 2.786  0.5624
N 1.845 2.054 2.577  0.4408
H -3.874 -0.860 3.467  0.2106
C -0.853 -0.647 2.453  0.0414
C -2.109 -2.903 -1.686  -0.7735
C -4.433 0.652 -1.425  1.2117
H 3.334 2.420 3.979  0.3536
H -0.235 -2.502 5.229  0.4469
C -0.854 0.725 4.445  -1.1329
H 2.409 3.851 3.539  0.3884
C -2.617 -2.570 1.074  -0.5144
H -7.208 -1.768 1.914  0.3725
C 1.285 3.089 -3.479  -0.8872
H -6.494 1.763 2.971  0.4017
O 0.423 1.943 0.799  -0.3856
C -3.013 -3.703 -1.055  -0.9631
H 1.690 2.620 4.601  0.2884
N -2.180 0.948 -0.855  0.1600
C 0.117 1.661 -1.919  0.8479
H -7.306 0.490 3.894  0.4526
C -6.884 0.744 2.920  -1.8319
C -6.153 0.053 0.089  -0.3018
S -3.718 1.139 -2.920  -0.4128
H -6.637 -1.956 3.571  0.4636
C -5.241 0.071 1.158  0.3130
H 4.934 0.654 -0.965  0.4693
H 2.181 3.636 -3.745  0.4754
H 4.775 -0.659 -3.088  0.4599
C -2.209 1.273 -2.130  0.6870
H 1.407 4.684 1.863  0.5493
H -1.879 -3.006 -2.738  0.5610
H -2.835 -2.464 2.128  0.4188
C -1.000 1.776 -2.744  0.0307
H -3.988 -4.152 0.817  0.4416
C -6.334 -1.676 2.561  -1.5671
C 0.187 3.115 -4.330  -0.9306
H 1.909 0.181 3.504  0.3655
C 0.947 2.573 1.734  1.0422
H -6.489 0.362 -2.002  0.4229